Record 1
The following is a quantum chemistry calculation of an isolated molecule of C7H11OP, from OMol25.

Calculated values
ΔE to the lowest compared entry with this formula, charge and spin, kJ/mol: 160.0
LUMO energy, Eh: 0.033
Total energy, hartree: -689.82164
HOMO level, eV: -8.40
Multiplicity: 1
Kohn-Sham gap, eV: 9.3

Cartesian coordinates (Å):
C1 1.24700 -0.85406 -0.94244
C2 0.01448 -0.48737 -0.26067
C3 -1.11163 -0.15303 -1.36432
P1 -0.69327 -1.82619 0.85975
C4 0.17721 0.60132 0.68621
C5 0.54391 1.94091 0.67906
C6 0.85779 2.26251 1.99481
C7 0.56554 1.13312 2.73522
O1 0.21022 0.16727 1.98481
H1 0.99755 -1.81592 -1.40915
H2 1.54231 -0.20615 -1.75922
H3 2.08094 -0.86944 -0.15536
H4 -1.97488 0.15351 -0.77831
H5 -1.26948 -1.09984 -1.85145
H6 -0.66958 0.50979 -2.16716
H7 -1.29054 -2.65183 -0.08986
H8 -1.92963 -1.33234 0.97280
H9 0.71389 2.54002 -0.09943
H10 1.12300 3.11519 2.61764
H11 0.59806 0.91355 3.77521

---

Record 2
The following is a quantum chemistry calculation of an isolated molecule of C7H11OP, from OMol25.

Calculated values
ΔE to the lowest compared entry with this formula, charge and spin, kJ/mol: 468.4
LUMO energy (spin up / spin down), Eh: 0.013 / 0.002
Total energy, hartree: -689.70418
HOMO level (spin up / spin down), eV: -7.69 / -7.51
Multiplicity: 1
Kohn-Sham gap (spin up / spin down), eV: 8.0 / 7.6

Cartesian coordinates (Å):
C1 0.06392 -0.65469 2.97841
C2 -0.16354 -0.40584 1.57174
C3 0.75730 0.74637 0.88306
O1 0.23400 1.96228 0.83180
C4 0.32340 1.24838 -0.41932
C5 1.28827 1.79909 -1.44749
P1 -1.18434 0.22220 -0.85218
C6 -0.72171 -0.66460 -2.39213
C7 -0.92017 -1.15955 0.51028
H1 0.18815 0.17312 3.60298
H2 0.87443 -1.33115 3.14367
H3 -0.75085 -1.25184 3.42395
H4 2.22639 1.96462 -0.80472
H5 0.80380 2.75886 -1.68184
H6 1.46576 1.10787 -2.37548
H7 -1.55537 -1.38982 -2.48762
H8 0.12161 -1.37782 -2.24699
H9 -0.69310 -0.16026 -3.42768
H10 -0.54478 -2.09704 0.11479
H11 -1.81315 -1.49017 1.07476

---

Record 3
The following is a quantum chemistry calculation of the ion C7H12 with charge -1, from OMol25.

Calculated values
ΔE to the lowest compared entry with this formula, charge and spin, kJ/mol: 236.5
LUMO energy (spin up / spin down), Eh: 0.159 / 0.150
Total energy, hartree: -273.74675
HOMO level (spin up / spin down), eV: 0.08 / -2.36
Net charge: -1
Multiplicity: 2
Kohn-Sham gap (spin up / spin down), eV: 4.2 / 6.5

Cartesian coordinates (Å):
C1 0.58696 1.97635 1.01702
C2 0.93633 0.62515 0.31957
C3 2.20698 0.51820 -0.23843
C4 -0.80444 -0.27878 -1.03647
C5 -0.10610 -0.38166 0.17610
C6 -0.22738 -1.71881 0.90264
C7 -2.23931 -0.65157 -1.20842
H1 -0.17220 1.84100 1.77704
H2 1.51015 2.40147 1.42736
H3 0.18997 2.62360 0.21934
H4 2.30001 0.32945 -1.31736
H5 3.08183 0.93261 0.26923
H6 -0.17281 -0.09694 -1.90306
H7 -0.56110 -2.58487 0.33879
H8 0.55448 -1.88240 1.65719
H9 -1.09532 -1.64124 1.62180
H10 -2.59354 -1.35280 -0.42677
H11 -2.80210 0.24998 -0.94257
H12 -2.55101 -1.04623 -2.18112

---

Record 4
The following is a quantum chemistry calculation of an isolated molecule of C7H12, from OMol25.

Calculated values
ΔE to the lowest compared entry with this formula, charge and spin, kJ/mol: 255.8
LUMO energy, Eh: 0.027
Total energy, hartree: -273.81112
HOMO level, eV: -7.69
Multiplicity: 1
Kohn-Sham gap, eV: 8.4

Cartesian coordinates (Å):
C1 -0.44274 -0.50811 2.05723
C2 -0.87530 0.05577 0.91880
C3 -2.23710 0.72874 0.65137
C4 0.15361 0.08215 -0.22576
C5 -0.20177 0.87104 -1.44948
C6 1.39407 -0.44691 -0.17532
C7 2.21904 -0.91562 -1.35394
H1 0.59394 -0.51620 2.36247
H2 -1.06138 -1.12213 2.71259
H3 -2.33047 1.22092 -0.29979
H4 -2.29267 1.30172 1.57493
H5 -3.07266 0.01354 0.75700
H6 -0.13433 1.95674 -1.30365
H7 -1.24559 0.65767 -1.75975
H8 0.28079 0.63450 -2.39904
H9 1.95438 -0.42066 0.74992
H10 2.93215 -0.11790 -1.62856
H11 1.58778 -1.01713 -2.23924
H12 2.67391 -1.86329 -1.10194